1.
{
  "formula": "C35H42N2O11P",
  "method": "the ωB97M-V functional and the def2-TZVPD basis",
  "species": ["P", "O", "O", "O", "O", "O", "O", "O", "O", "O", "O", "O", "N", "N", "C", "C", "C", "C", "C", "C", "C", "C", "C", "C", "C", "C", "C", "C", "C", "C", "C", "C", "C", "C", "C", "C", "C", "C", "C", "C", "C", "C", "C", "C", "C", "C", "C", "C", "C", "H", "H", "H", "H", "H", "H", "H", "H", "H", "H", "H", "H", "H", "H", "H", "H", "H", "H", "H", "H", "H", "H", "H", "H", "H", "H", "H", "H", "H", "H", "H", "H", "H", "H", "H", "H", "H", "H", "H", "H", "H", "H"],
  "positions_angstrom": [[1.691, -5.017, 0.704], [-12.300, 0.260, 1.117], [6.379, 2.983, 1.524], [4.807, -1.148, 1.039], [-10.440, 4.929, -0.553], [-0.677, 2.955, -7.878], [9.453, 5.206, 5.216], [2.901, -0.061, 0.146], [-7.142, 0.926, -0.168], [4.827, -4.175, 0.963], [-1.858, 0.898, -0.494], [-4.304, 0.528, -4.884], [1.758, -2.258, 0.459], [2.121, -5.188, -0.759], [5.898, -2.046, 1.065], [-9.980, 2.677, -0.047], [5.462, -3.273, 1.842], [7.372, 4.242, 4.689], [-10.868, 3.860, -0.173], [-0.400, -1.514, 0.907], [-10.445, 1.504, 0.371], [7.083, 3.498, 2.372], [1.202, -3.338, 1.337], [3.976, -6.353, 0.494], [-3.075, 0.920, -0.424], [3.819, 0.950, 0.513], [-3.916, 0.838, -1.638], [1.034, -1.026, 0.941], [-2.678, 3.140, -6.651], [-5.244, 0.838, -1.561], [-1.517, 2.398, -7.209], [-5.088, 1.031, 0.970], [-0.312, -2.987, 1.377], [-2.337, 0.335, -6.160], [-12.766, 2.510, 0.601], [8.751, 4.702, 4.369], [-11.875, 1.327, 0.731], [-3.483, 1.083, -5.588], [-1.424, 0.944, -6.912], [8.455, 3.959, 2.049], [-3.590, 2.529, -5.900], [4.663, -5.474, 1.518], [1.514, 0.147, 0.108], [-5.935, 0.930, -0.251], [9.229, 4.517, 2.974], [5.135, 0.199, 0.753], [-3.761, 1.028, 0.887], [-12.299, 3.683, 0.183], [6.600, 3.685, 3.761], [-0.760, -1.441, -0.123], [-2.726, 4.194, -6.893], [1.643, -3.167, 2.321], [10.235, 4.863, 2.770], [6.312, -3.739, 2.355], [-12.924, 4.562, 0.079], [-0.684, -3.131, 2.390], [-0.887, -3.649, 0.726], [-8.942, 2.825, -0.313], [-3.403, 0.770, -2.588], [4.680, -6.741, -0.243], [-4.446, 3.042, -5.481], [-1.059, -0.902, 1.519], [8.775, 3.811, 1.025], [3.484, -7.201, 0.973], [7.051, 4.394, 5.711], [-9.812, 0.632, 0.468], [-13.803, 2.351, 0.867], [1.392, -0.911, 1.968], [-5.621, 1.112, 1.909], [-3.122, 1.115, 1.757], [1.452, -2.446, -0.501], [6.793, -1.591, 1.506], [0.566, -5.744, 1.144], [5.651, -5.863, 1.793], [3.910, 1.684, -0.292], [2.146, -4.467, -1.459], [5.658, 0.645, 1.604], [6.134, -2.363, 0.041], [-5.872, 0.771, -2.441], [5.593, 3.344, 3.965], [3.503, 1.477, 1.420], [4.747, -2.940, 2.611], [3.211, -5.781, -0.036], [4.069, -5.416, 2.443], [2.782, -2.129, 0.430], [-0.577, 0.428, -7.346], [2.625, -5.412, 1.678], [-2.300, -0.723, -5.930], [1.150, 1.105, 0.488], [5.798, 0.286, -0.115], [1.162, 0.047, -0.928]],
  "molar_mass_da": 697.70,
  "homo_energy_ev": -11.2,
  "charge": 1
}

---

2.
{
  "formula": "C43H41N9O2S2Tl",
  "method": "the ωB97M-V functional and the def2-TZVPD basis",
  "species": ["Tl", "S", "S", "O", "O", "N", "N", "N", "N", "N", "N", "N", "N", "N", "C", "C", "C", "C", "C", "C", "C", "C", "C", "C", "C", "C", "C", "C", "C", "C", "C", "C", "C", "C", "C", "C", "C", "C", "C", "C", "C", "C", "C", "C", "C", "C", "C", "C", "C", "C", "C", "C", "C", "C", "C", "C", "C", "H", "H", "H", "H", "H", "H", "H", "H", "H", "H", "H", "H", "H", "H", "H", "H", "H", "H", "H", "H", "H", "H", "H", "H", "H", "H", "H", "H", "H", "H", "H", "H", "H", "H", "H", "H", "H", "H", "H", "H", "H"],
  "positions_angstrom": [[0.242, -0.219, -0.404], [-1.412, -5.657, 4.511], [4.648, -0.740, -4.634], [0.474, 2.078, -1.884], [-0.084, 3.612, -3.378], [-1.615, 1.031, 1.950], [2.454, -2.010, -1.054], [-2.768, -1.469, 1.286], [-0.474, -0.005, -3.512], [1.227, 1.396, 1.746], [-3.309, 3.522, -2.878], [1.075, -2.467, 1.249], [-2.864, 3.614, -0.631], [-4.667, 2.371, -1.375], [2.539, 1.617, 1.625], [-0.341, 1.338, -4.068], [-3.606, 1.477, 3.197], [1.561, -4.824, 1.115], [0.967, 3.562, 2.709], [3.197, -1.744, -2.098], [-3.774, 2.866, -4.087], [-1.522, 1.718, -5.000], [2.326, 3.793, 2.579], [0.623, -5.056, 2.132], [-1.168, -4.179, 3.643], [1.691, -3.503, 0.646], [-0.995, 2.036, 2.580], [-3.079, -3.766, 4.906], [5.947, -2.930, -4.424], [-3.546, -0.432, 1.609], [3.128, 2.805, 2.052], [3.277, -4.271, -1.079], [3.348, 0.546, 0.970], [0.038, 2.408, -3.005], [-2.973, 2.518, 3.849], [4.076, -3.953, -2.187], [-1.658, 2.800, 3.545], [-2.996, 1.600, -4.505], [-3.600, 3.155, -1.647], [-2.144, -3.271, 3.964], [-0.087, -4.006, 2.678], [-3.317, -2.582, 0.800], [4.901, -2.267, -3.842], [-4.694, -2.693, 0.602], [4.071, -2.674, -2.710], [2.498, -3.242, -0.519], [6.535, -2.220, -5.498], [0.449, 2.334, 2.310], [-5.502, -1.620, 0.919], [-4.924, -0.466, 1.428], [2.367, -5.851, 0.522], [0.248, -2.706, 2.235], [-2.889, 0.745, 2.251], [5.933, -1.023, -5.724], [3.204, -5.581, -0.503], [-2.409, -3.739, 0.502], [-2.806, -5.041, 5.289], [-0.182, -1.831, 2.711], [6.169, -0.282, -6.470], [-1.384, -3.401, 0.371], [3.127, 0.556, -0.098], [6.299, -3.895, -4.087], [-2.739, -4.271, -0.391], [2.750, 4.736, 2.896], [-1.334, 2.718, -5.393], [-4.827, 2.600, -3.969], [-1.924, 3.933, -0.862], [-3.714, 3.601, -4.889], [7.370, -2.585, -6.078], [3.058, -0.431, 1.350], [0.550, 1.333, -4.703], [-0.162, -0.701, -4.177], [-1.439, -0.213, -3.286], [4.690, -4.726, -2.634], [-4.619, 1.206, 3.457], [-2.345, 3.934, -2.979], [-2.431, -4.444, 1.337], [-5.371, 2.250, -2.081], [-2.206, -2.286, 3.524], [4.193, 2.953, 1.938], [-1.441, 1.027, -5.841], [-3.493, 3.084, 4.610], [3.833, -6.360, -0.917], [-3.344, -5.659, 5.989], [-5.111, -3.611, 0.210], [-2.943, 3.164, 0.267], [-6.573, -1.680, 0.784], [2.304, -6.854, 0.928], [-1.144, 3.592, 4.069], [-3.085, 0.872, -3.691], [-3.920, -3.197, 5.275], [4.417, 0.699, 1.104], [-5.545, 0.387, 1.665], [0.442, -6.070, 2.471], [-4.972, 2.284, -0.420], [-3.561, 1.194, -5.347], [3.114, -0.734, -2.493], [0.328, 4.334, 3.114]],
  "molar_mass_da": 984.38,
  "homo_energy_ev": -9.8,
  "charge": 1
}

---

3.
{
  "formula": "C4H7NO",
  "method": "the ωB97M-V functional and the def2-TZVPD basis",
  "species": ["O", "N", "C", "C", "C", "C", "H", "H", "H", "H", "H", "H", "H"],
  "positions_angstrom": [[0.834, -0.561, -0.059], [-0.651, 1.108, -1.474], [1.894, 0.298, 0.357], [-1.549, -0.797, 0.338], [-0.395, 0.008, -0.210], [-0.508, 1.508, -0.266], [2.768, -0.347, 0.456], [-2.492, -0.464, -0.102], [1.666, 0.772, 1.316], [-1.408, -1.863, 0.139], [-0.648, -0.096, -1.526], [2.088, 1.074, -0.391], [-1.599, -0.639, 1.420]],
  "molar_mass_da": 85.11,
  "homo_energy_ev": -9.1
}

---

4.
{
  "formula": "C44H45BN4O5P",
  "method": "the ωB97M-V functional and the def2-TZVPD basis",
  "species": ["P", "O", "O", "O", "O", "O", "N", "N", "N", "N", "C", "C", "C", "C", "C", "C", "C", "C", "C", "C", "C", "C", "C", "C", "C", "C", "C", "C", "C", "C", "C", "C", "C", "C", "C", "C", "C", "C", "C", "C", "C", "C", "C", "C", "C", "C", "C", "C", "C", "C", "C", "C", "C", "C", "B", "H", "H", "H", "H", "H", "H", "H", "H", "H", "H", "H", "H", "H", "H", "H", "H", "H", "H", "H", "H", "H", "H", "H", "H", "H", "H", "H", "H", "H", "H", "H", "H", "H", "H", "H", "H", "H", "H", "H", "H", "H", "H", "H", "H", "H"],
  "positions_angstrom": [[-0.058, -3.864, -4.358], [1.953, -0.398, 8.213], [-3.865, 4.193, -2.406], [0.415, -0.501, 0.015], [5.447, -1.269, 4.275], [-1.360, 8.704, -3.767], [-0.560, -4.699, -1.754], [-0.495, -2.744, -3.018], [-1.059, -2.491, -0.710], [1.407, -4.434, -4.216], [1.035, -2.821, 0.905], [0.732, 0.904, -2.974], [-3.501, -2.303, -1.632], [0.288, -6.876, 0.423], [-1.938, 7.690, -3.433], [2.738, -0.625, 7.313], [-6.077, 7.175, -4.330], [-5.433, 8.367, -4.650], [-4.032, 6.320, -3.392], [0.823, -0.556, -3.080], [-1.879, 5.445, -2.333], [2.393, -0.285, 5.909], [1.138, 0.243, 5.619], [4.052, -1.251, 7.596], [4.641, -1.096, 5.170], [5.589, -2.224, 9.173], [6.172, -2.120, 6.838], [-3.304, 5.236, -2.690], [0.135, 4.639, -1.291], [0.812, 0.579, 4.313], [3.282, -0.396, -2.658], [4.375, -1.608, 8.902], [-0.542, -1.305, -3.352], [-2.361, -1.788, -0.680], [-1.201, 4.463, -1.617], [-5.379, 6.154, -3.703], [-0.802, -6.790, -0.445], [-1.396, -5.328, -0.687], [3.242, 1.062, -2.520], [-4.351, -3.531, -1.040], [1.924, 1.713, -2.687], [2.109, -1.228, -2.934], [-1.215, 6.612, -2.712], [-2.878, -1.796, 0.835], [-0.728, -3.265, -1.838], [0.132, 6.778, -2.399], [4.958, -1.497, 6.562], [0.805, 5.792, -1.691], [2.992, -0.133, 3.577], [-3.381, 7.508, -3.731], [6.484, -2.487, 8.139], [-4.087, 8.532, -4.355], [3.317, -0.488, 4.884], [1.743, 0.399, 3.293], [0.070, -1.858, 0.029], [0.358, -3.414, 1.575], [1.219, -6.295, 0.191], [-3.590, 9.461, -4.609], [-3.992, -1.624, 0.870], [1.835, -2.259, 1.443], [-0.947, -4.984, -4.271], [-0.674, -1.245, -4.474], [-0.301, -3.175, -5.583], [0.263, -7.457, 1.381], [3.712, -0.276, 2.779], [3.680, -1.409, 9.709], [-2.723, -2.852, 1.204], [1.853, 5.925, -1.444], [0.412, 0.389, 6.411], [-5.261, -3.089, -0.538], [4.272, -0.907, -2.528], [-0.169, 0.984, 4.088], [1.471, -3.560, 0.160], [1.491, 0.670, 2.274], [-7.127, 7.045, -4.567], [2.210, -2.335, -2.996], [6.874, -2.325, 6.038], [-0.255, 1.410, -3.091], [4.152, 1.670, -2.283], [7.427, -2.977, 8.351], [-2.206, -0.689, -0.921], [0.655, 7.676, -2.703], [-2.364, -1.035, 1.472], [0.658, 3.875, -0.727], [0.417, -4.840, -1.453], [1.947, -4.180, -5.053], [-4.253, -1.462, -1.699], [-5.982, 9.168, -5.131], [-3.186, -2.487, -2.696], [1.882, 2.825, -2.568], [-0.346, 0.068, -0.203], [-5.886, 5.230, -3.451], [-2.427, -5.498, -1.084], [-3.809, -4.093, -0.244], [-1.354, -4.827, 0.308], [-4.748, -4.171, -1.869], [-1.717, 3.561, -1.308], [-1.402, -0.739, -2.920], [5.837, -2.504, 10.190], [-1.230, -7.702, -0.929]],
  "molar_mass_da": 751.65,
  "homo_energy_ev": -11.2,
  "charge": 1
}

---

5.
{
  "formula": "C40H48N8NaO4SSb",
  "method": "the ωB97M-V functional and the def2-TZVPD basis",
  "species": ["Sb", "S", "Na", "O", "O", "O", "O", "N", "N", "N", "N", "N", "N", "N", "N", "C", "C", "C", "C", "C", "C", "C", "C", "C", "C", "C", "C", "C", "C", "C", "C", "C", "C", "C", "C", "C", "C", "C", "C", "C", "C", "C", "C", "C", "C", "C", "C", "C", "C", "C", "C", "C", "C", "C", "C", "H", "H", "H", "H", "H", "H", "H", "H", "H", "H", "H", "H", "H", "H", "H", "H", "H", "H", "H", "H", "H", "H", "H", "H", "H", "H", "H", "H", "H", "H", "H", "H", "H", "H", "H", "H", "H", "H", "H", "H", "H", "H", "H", "H", "H", "H", "H", "H"],
  "positions_angstrom": [[-1.678, -2.135, -0.417], [0.068, 3.743, 1.435], [0.304, 1.270, -0.340], [-1.423, 0.591, -4.503], [-0.712, 4.929, 1.700], [0.622, 3.580, 0.103], [3.207, -2.230, -0.529], [-1.274, 2.958, 3.929], [0.003, 0.686, -2.646], [1.701, 0.174, 1.633], [-2.110, 0.994, 2.846], [4.767, 3.769, 5.119], [-0.677, 2.366, 1.723], [-2.056, 1.732, -1.183], [1.963, -0.311, -1.043], [2.493, 4.461, 4.592], [-0.714, -2.576, 2.400], [-4.454, -1.159, -1.046], [3.653, 3.770, 4.251], [-3.881, -2.258, -0.147], [-1.747, -4.857, -2.097], [-4.175, -1.864, 1.301], [-2.714, 1.464, 5.107], [2.075, -0.462, 3.912], [2.178, -0.329, -2.430], [3.371, -0.764, -3.016], [2.879, -1.839, 2.140], [-1.940, 2.608, 5.015], [-2.246, 1.473, -2.479], [-3.457, 1.751, -3.114], [1.580, 0.393, 2.941], [-4.277, 2.614, -1.048], [2.637, 3.132, 2.162], [2.541, -1.198, -0.265], [1.160, 0.217, -3.272], [0.092, -3.230, -2.570], [2.738, -1.608, 3.494], [2.342, -0.925, 1.229], [3.601, -0.661, -4.381], [-0.952, -3.485, 1.192], [-1.875, -4.630, 1.598], [-1.390, -3.380, -2.213], [3.719, 3.115, 3.024], [-3.049, 2.290, -0.493], [0.396, -4.063, 0.764], [-1.365, 2.136, 2.852], [-4.482, 2.332, -2.392], [2.619, -0.125, -5.200], [1.476, 3.806, 2.519], [-2.209, -2.753, -3.343], [-1.118, 0.856, -3.314], [-4.573, -3.573, -0.485], [1.407, 4.474, 3.732], [1.418, 0.300, -4.648], [-2.752, 0.688, 3.954], [1.062, 1.302, 3.226], [3.381, -2.705, 1.735], [-2.012, -1.685, -3.462], [4.542, -1.009, -4.796], [-4.482, -3.808, -1.547], [0.356, -2.187, -2.749], [-5.430, 2.560, -2.866], [-3.248, 1.193, 6.006], [-2.793, -5.020, -1.826], [-3.992, -0.194, -0.846], [0.764, -3.606, -1.795], [0.638, 0.697, -5.279], [-5.648, -3.482, -0.265], [0.491, 4.986, 3.990], [-3.338, -0.229, 3.924], [5.360, 2.964, 4.978], [-3.896, -2.648, 2.009], [-5.533, -1.054, -0.856], [-1.382, -5.230, 2.379], [-1.575, -5.341, -3.069], [1.934, -0.229, 4.960], [4.617, 2.573, 2.748], [0.301, -3.785, -3.495], [2.684, 2.605, 1.218], [-3.648, -0.945, 1.578], [4.121, -1.196, -2.370], [-3.284, -2.903, -3.205], [-5.253, -1.682, 1.418], [2.774, -0.042, -6.271], [-1.847, 3.282, 5.865], [-3.539, 1.501, -4.162], [-0.020, -1.767, 2.164], [-5.045, 3.071, -0.437], [4.498, 3.830, 6.091], [-2.838, 2.483, 0.551], [-4.322, -1.375, -2.107], [-1.631, -2.111, 2.762], [-2.819, -4.274, 2.015], [2.442, 4.986, 5.541], [3.138, -2.311, 4.217], [-0.279, -3.163, 3.222], [-2.100, -5.297, 0.764], [-1.125, -5.374, -1.366], [0.289, -4.841, 0.007], [0.885, -4.519, 1.638], [-4.188, -4.419, 0.083], [-1.930, -3.230, -4.293], [1.085, -3.316, 0.367]],
  "molar_mass_da": 881.69,
  "homo_energy_ev": -1.3,
  "charge": -2
}

---

6.
{
  "formula": "C19H24N2O3S",
  "method": "the ωB97M-V functional and the def2-TZVPD basis",
  "species": ["S", "O", "O", "O", "N", "N", "C", "C", "C", "C", "C", "C", "C", "C", "C", "C", "C", "C", "C", "C", "C", "C", "C", "C", "C", "H", "H", "H", "H", "H", "H", "H", "H", "H", "H", "H", "H", "H", "H", "H", "H", "H", "H", "H", "H", "H", "H", "H", "H"],
  "positions_angstrom": [[1.116, -0.810, -1.155], [2.198, -1.738, -1.278], [-3.971, 1.346, 0.051], [1.358, 0.545, -1.573], [-1.226, 1.155, 0.708], [0.502, -0.883, 0.413], [3.073, 1.537, 1.259], [0.568, -0.341, 2.765], [3.208, -0.849, 1.228], [-0.843, -2.663, -1.664], [0.164, 1.463, 1.028], [-3.009, 1.006, -0.920], [-0.283, -1.466, -2.071], [-2.199, 1.579, 1.699], [4.586, -0.774, 1.150], [-3.549, 0.956, 1.336], [-0.768, -0.784, -3.169], [-1.923, -3.176, -2.362], [-1.651, 1.631, -0.599], [-2.427, -2.491, -3.457], [-1.850, -1.299, -3.865], [5.215, 0.458, 1.125], [2.433, 0.305, 1.265], [0.930, 0.156, 1.357], [4.454, 1.611, 1.188], [2.723, -1.812, 1.237], [-1.753, 2.730, -0.612], [-2.304, 2.678, 1.719], [0.638, 1.918, 0.157], [-2.239, -0.774, -4.724], [-0.499, -0.537, 2.831], [-3.392, 1.377, -1.872], [4.935, 2.579, 1.177], [-4.328, 1.287, 2.026], [-0.914, 1.335, -1.346], [-2.371, -4.109, -2.055], [2.506, 2.453, 1.308], [-3.271, -2.892, -3.999], [0.848, 0.407, 3.503], [6.291, 0.520, 1.060], [-2.902, -0.089, -0.975], [-0.511, -0.818, 0.357], [-1.893, 1.238, 2.688], [-0.421, -3.175, -0.814], [1.103, -1.261, 2.979], [5.168, -1.682, 1.105], [-0.289, 0.137, -3.463], [-3.462, -0.141, 1.382], [0.230, 2.157, 1.872]],
  "molar_mass_da": 360.48,
  "smiles": "C[C@](CN1CCOCC1)(NS(=O)(=O)c1ccccc1)c1ccccc1",
  "homo_energy_ev": -8.9
}

---

These records have gap between HOMO and LUMO values of 7.50 7.54 10.03 7.27 5.12 9.62 eV, in the order they appear.
These records have ΔE to the lowest compared entry with this formula, charge and spin values of 1.4154 0.8581 5.4550 0.0000 0.0000 1.8351 eV, in the order they appear.